No. 1
Density functional theory data (ωB97M-V/def2-TZVPD) for a structure of composition C8H14LuN2P.

As for the energy relative to the best compared isomer or geometry (same formula, charge and spin): 15.64 kcal per mole. The frontier orbital gap (spin up / spin down) is 0.1197 / 0.1254 Eh. The lowest unoccupied orbital energy (spin up / spin down) comes out at -0.0167 / 0.0427 eV. As for the net charge: 0. The calculation puts the total energy at -54404.7916 eV.

Last column: Mulliken charge in e.
Element x y z (Å)
1 C 0.6507 -0.3287 -3.2657  -0.6801
2 C -0.5240 0.1671 -4.0699  -0.5058
3 C -0.8402 1.5054 -3.5974  -0.7732
4 C 0.2609 1.8508 -2.6824  0.0045
5 C 1.0724 0.7172 -2.3008  -0.5645
6 Lu -1.0291 0.1851 -1.7821  0.5841
7 P -0.0187 -2.2065 -0.6245  -0.1958
8 H 1.1942 -1.2298 -3.5449  0.5277
9 H -1.2542 -0.2879 -4.7695  0.3761
10 H -1.6836 2.2171 -3.6673  0.4124
11 H 1.9105 0.9948 -1.6034  0.3158
12 H 0.4816 2.8570 -2.2841  0.3251
13 H 1.1385 -2.2005 0.2197  0.0423
14 H 0.1855 -3.3671 -1.4432  0.0830
15 H -0.4991 -2.7448 0.5916  0.0432
16 C 1.0356 0.7940 3.5316  -0.8186
17 N -0.2474 0.3236 2.8927  -0.0558
18 C -1.1001 -0.6327 3.6840  -0.7503
19 C -0.4016 0.4794 1.6074  0.4673
20 N -0.4383 0.7446 0.4432  -0.5840
21 H 0.9167 0.6038 4.6217  0.2927
22 H 1.1446 1.8857 3.3203  0.3081
23 H 1.9104 0.2091 3.1250  0.2926
24 H -2.1671 -0.3267 3.5481  0.2919
25 H -0.9376 -1.6826 3.3062  0.2925
26 H -0.7606 -0.5274 4.7437  0.2685

No. 2
Density functional theory data (ωB97M-V/def2-TZVPD) for a structure of composition C2H5O3Pt.

As for the energy relative to the best compared isomer or geometry (same formula, charge and spin): 24.27 kcal per mole. The frontier orbital gap (spin up / spin down) is 0.2674 / 0.2727 Eh. Its expectation value of S² is 2.011. The lowest unoccupied orbital energy (spin up / spin down) comes out at -7.0515 / -7.1027 eV. The multiplicity is 3. As for the net charge: +1. The calculation puts the total energy at -11525.3272 eV.

Last column: Mulliken charge in e.
Element x y z (Å)
1 H 2.7636 0.7758 -2.5842  0.5387
2 O 1.8524 1.3965 -0.9531  -0.0140
3 O 1.2698 0.1230 -0.9488  -0.2901
4 C 2.5784 1.6724 -1.9779  -0.3436
5 H 2.5501 2.7355 -2.2323  0.3246
6 Pt 2.8464 -0.6830 -0.6704  0.6992
7 O 4.4645 -0.6094 -0.6986  -0.2563
8 C 5.3798 0.2988 -1.0878  -0.3440
9 H 6.1495 -0.1107 -1.7675  0.2970
10 H 4.6677 1.2999 -1.6574  0.1106
11 H 5.8589 0.8162 -0.2354  0.2780